Entry 1:
This record from OMol25 describes one molecule with the formula C8H10O3 in a non-equilibrium geometry. The level of theory is wB97M-V/def2-TZVPD.

Each line ends with the natural charge from an NBO analysis.
CARTESIAN COORDINATES (ANGSTROEM)
C 3.41020 -1.16691 0.20753  -0.263
O 2.75252 0.12684 -0.18420  -0.494
C 1.46560 0.28193 -0.23596  0.315
C 1.12668 1.58268 -0.43954  -0.336
C -0.25453 1.99594 -0.03583  0.337
O -0.74708 3.31908 0.16970  -0.659
C -1.21114 0.92418 0.01370  -0.418
C -0.94198 -0.43117 -0.23311  0.347
O -1.74140 -1.44914 -0.23905  -0.478
C -3.13021 -1.31727 0.00944  -0.276
C 0.45140 -0.68581 0.02072  -0.373
H 2.89960 -1.40949 1.12437  0.189
H 3.20773 -2.02125 -0.50290  0.189
H 4.50825 -0.98057 0.33165  0.213
H 1.92507 2.34742 -0.65730  0.233
H -1.65779 3.10172 -0.02008  0.475
H -2.30299 1.33143 0.32913  0.191
H -3.65150 -2.30658 0.37669  0.214
H -3.31320 -0.39004 0.78122  0.191
H -3.73207 -1.11300 -0.97540  0.189
H 0.93682 -1.74002 0.15923  0.214

Orbital gap: 8.805 eV
SMILES: COc1cc(O)cc(OC)c1

---

Entry 2:
This record from OMol25 describes one molecule with the formula C8H10S in a non-equilibrium geometry. The level of theory is wB97M-V/def2-TZVPD.

Each line ends with the natural charge from an NBO analysis.
CARTESIAN COORDINATES (ANGSTROEM)
C 0.87046 -2.13583 0.23207  0.011
C -1.91569 0.35537 0.48346  -0.252
C 0.44940 -3.19279 0.63945  -0.262
C 0.36584 2.15708 1.62060  -0.382
C 0.07612 1.88944 0.34296  -0.152
C 1.26338 -0.79960 -0.30744  -0.477
C 0.12857 -0.05013 -1.06640  -0.367
C -0.83756 0.95414 -0.35794  -0.400
S -2.90636 -0.78880 0.00351  0.322
H -2.53199 -1.18599 -1.25334  0.016
H 0.40587 -4.21499 0.76685  0.227
H 1.21820 2.62836 1.95858  0.194
H -0.17642 1.81589 2.44212  0.202
H 0.77254 2.18064 -0.46844  0.175
H 1.77303 -0.15673 0.46113  0.246
H 1.97486 -0.95058 -0.99837  0.226
H 0.74240 0.63772 -1.68179  0.206
H -0.32491 -0.75290 -1.70328  0.215
H -1.34776 1.60970 -1.11372  0.253

Orbital gap: 8.424 eV

---

Entry 3:
This record from OMol25 describes a 2-piece molecular cluster, C8H11B3Cl2F8O4 overall. The level of theory is wB97M-V/def2-TZVPD.

Each line ends with the natural charge from an NBO analysis.
CARTESIAN COORDINATES (ANGSTROEM)
F 0.30792 1.26258 1.55883  -0.319
C 1.60435 1.36801 1.22122  0.521
F 1.70823 1.07343 -0.09727  -0.330
C 2.48455 0.37746 1.99508  0.596
F 2.19631 -0.88053 1.61098  -0.308
F 3.75252 0.66300 1.57663  -0.329
C 2.53670 0.47073 3.52748  -0.132
O 1.69997 -0.38277 4.28708  -0.510
C 0.42339 -0.05733 4.65065  0.851
F 0.14850 1.23659 4.43095  -0.317
F 0.32308 -0.26462 5.98272  -0.321
C -0.62470 -0.98105 4.00673  0.503
F -0.50228 -0.99406 2.66614  -0.321
F -1.85254 -0.51583 4.32036  -0.319
H 1.94076 2.39447 1.38397  0.145
H 3.53988 0.12942 3.77697  0.232
H 2.45073 1.50767 3.85552  0.210
H -0.50546 -1.99514 4.39164  0.151
C 1.20928 -0.98888 -2.72918  -0.630
C 0.68266 0.42337 -2.97272  -0.145
Cl 0.70019 0.80930 -4.72921  -0.076
C -0.72800 0.63984 -2.39845  -0.826
B -1.86126 0.14994 -3.35973  1.246
O -2.87278 0.99724 -3.83294  -0.885
B -4.12638 0.51278 -3.53146  0.970
O -4.20793 -0.75588 -2.94572  -0.891
B -3.26891 -1.65338 -3.43451  1.008
Cl -3.72872 -3.32873 -3.68298  -0.166
O -2.00149 -1.20208 -3.71717  -0.897
H 0.46552 -1.73251 -3.02365  0.224
H 1.39800 -1.09837 -1.65592  0.220
H 2.13759 -1.15632 -3.27660  0.223
H 1.35821 1.12934 -2.48994  0.218
H -0.79602 0.04082 -1.47814  0.252
H -0.87131 1.68760 -2.12646  0.245
H -5.12058 1.11390 -3.76093  -0.093

Orbital gap: 11.151 eV
SMILES: FC(F)C(F)(F)COC(F)(F)C(F)F.C[C@@H](Cl)CB1OBOB(Cl)O1

---

Entry 4:
This record from OMol25 describes one molecule with the formula C8H11Br in a non-equilibrium geometry. The level of theory is wB97M-V/def2-TZVPD.

Each line ends with the natural charge from an NBO analysis.
CARTESIAN COORDINATES (ANGSTROEM)
C 0.74500 -1.92216 0.51520  -0.604
C 0.52638 -0.49647 0.31199  -0.149
C -0.37288 -0.33346 -0.90709  -0.395
C -0.96207 1.11797 -0.77430  -0.410
C -0.23379 1.62572 0.54484  -0.248
C 1.27673 1.65358 0.43292  -0.233
C 1.73175 0.44094 0.22288  -0.048
Br 3.52898 0.05924 -0.24157  0.072
C -0.26410 0.28654 1.33482  -0.365
H -0.07118 -2.33188 1.06503  0.216
H 1.60840 -2.23446 1.11864  0.220
H 0.78317 -2.47404 -0.39581  0.215
H -1.18630 -1.13186 -0.88441  0.208
H 0.07194 -0.54568 -1.92048  0.222
H -0.67267 1.79348 -1.62500  0.212
H -2.06188 1.03935 -0.71845  0.217
H -0.65053 2.51340 1.04011  0.221
H 1.86874 2.61333 0.61769  0.229
H 0.33123 0.49581 2.15266  0.216
H -1.31399 -0.09661 1.47892  0.204

Orbital gap: 9.781 eV
SMILES: C[C@]12CC[C@H](C=C1Br)C2

---

Entry 5:
This record from OMol25 describes C8H11CaNO2 as an isolated structure in a non-equilibrium geometry. The level of theory is wB97M-V/def2-TZVPD.

Each line ends with the natural charge from an NBO analysis.
CARTESIAN COORDINATES (ANGSTROEM)
C -0.46027 -2.04527 -0.53463  -0.469
C -1.50064 -1.34232 0.16168  -0.433
C -1.09468 -1.20945 1.52298  -0.378
C 0.19253 -1.79416 1.66484  -0.355
C 0.58307 -2.30379 0.39389  -0.322
Ca 0.31156 0.46291 -0.90690  1.703
N 2.21894 -1.75280 -1.79401  -1.091
C -0.83035 2.20326 -1.46045  -0.882
C -1.93184 1.63598 -0.92682  -0.714
H -1.70454 -0.80059 2.32855  0.177
H -2.47611 -1.06906 -0.24530  0.189
H 0.76450 -1.88876 2.58996  0.186
H 1.47470 -2.89898 0.20421  0.226
H -0.49372 -2.35600 -1.57902  0.205
H -2.48046 0.88676 -1.50696  0.169
H -0.27828 3.02501 -0.96942  0.210
H 3.07259 -1.73069 -2.40898  0.200
H -2.36554 1.98467 0.02173  0.186
H -0.54823 2.01402 -2.52293  0.142
O 2.29532 1.66550 2.53501  -0.704
C 1.89255 2.24270 1.51822  0.660
O 1.41374 1.72291 0.42399  -0.922
H 1.94517 3.34816 1.49037  0.017

Orbital gap (alpha / beta): 4.002 / 5.899 eV
Net charge: -2

---

Entry 6:
This record from OMol25 describes one molecule with the formula C8H11F in a non-equilibrium geometry. The level of theory is wB97M-V/def2-TZVPD.

Each line ends with the natural charge from an NBO analysis.
CARTESIAN COORDINATES (ANGSTROEM)
C 0.13190 -0.47841 2.07133  -0.392
C -0.70861 -0.02293 1.17101  0.012
C -0.87785 1.42340 0.73320  -0.444
C -0.43885 1.31944 -0.77217  -0.399
C -0.34437 -0.19514 -1.13422  -0.289
C 0.98943 -0.90221 -1.17147  0.415
C 2.08367 -0.61247 -0.53767  -0.501
F 0.96907 -2.06904 -1.81191  -0.337
C -1.19087 -0.83447 0.01800  -0.441
H 0.51967 -1.48133 1.93881  0.204
H 0.64026 0.12453 2.78042  0.196
H -1.92430 1.70377 0.55343  0.214
H -0.28308 2.08380 1.48283  0.222
H -1.10930 1.88026 -1.40232  0.214
H 0.50441 1.93135 -0.77673  0.220
H -0.79069 -0.28588 -2.20251  0.232
H 2.30067 0.28222 -0.03728  0.208
H 2.97175 -1.26584 -0.57374  0.214
H -1.16065 -1.96228 -0.02687  0.235
H -2.28228 -0.63876 -0.30215  0.215

Orbital gap: 10.359 eV
SMILES: C=C1CC[C@@H](C(=C)F)C1

---

For reference, relative energy (zero: lowest compared OMol25 entry of this formula, charge and spin) by record: 82.2 151.4 0.0 0.0 40.6 0.0 kcal/mol.
For reference, total energy by record: -536.42302 -708.78673 -2406.61008 -2885.39120 -1194.09698 -411.21227 Eh.